Formula: C5H9NO
Source: the OMol25 dataset
Level of theory: ωB97M-V with the def2-TZVPD basis set

Geometry (Å):
O1 -3.1501 -1.3116 -0.9951
C1 -1.9709 -1.1597 -1.2520
C2 -1.1049 -0.0101 -0.8338
C3 0.2601 -0.4725 -0.7509
C4 1.1198 0.4356 0.1638
C5 1.3184 0.9285 2.3862
N1 0.7028 0.2131 1.4801
H1 -1.6367 -1.9815 -1.9082
H2 -1.2974 0.8845 -1.4274
H3 -1.5340 0.3414 0.1519
H4 0.2642 -1.5449 -0.4754
H5 0.9205 -0.4489 -1.7155
H6 0.7969 1.5349 -0.1224
H7 2.1666 0.2685 -0.0493
H8 0.9050 1.0223 3.3569
H9 2.2395 1.3003 1.9909

Cartesian forces, eV/Å:
0.52 0.79 0.55
-2.47 -0.61 -0.89
-2.80 0.57 0.84
4.49 -0.12 -1.40
-1.63 0.63 -2.21
-1.20 -2.65 -3.42
-0.03 2.10 4.16
1.27 0.29 0.00
0.19 -0.20 -0.62
0.70 -0.69 -0.60
0.36 0.59 0.40
-1.85 -0.10 0.93
0.97 -1.94 0.36
0.54 0.16 0.19
0.13 -0.08 0.94
0.80 1.27 0.76

ΔE to the lowest compared entry with this formula, charge and spin = 301.6 kJ/mol
SMILES = C=NCCCC=O
HOMO-LUMO gap = 0.37836 Eh
2S+1 = 1
DFT total energy = -325.82267 hartree

Just the Mulliken charges please, in e? Sure, here they are: O -0.495; C -0.180; C -0.351; C -0.600; C -0.638; C -0.345; N -0.366; H 0.427; H 0.395; H 0.272; H 0.336; H 0.253; H 0.229; H 0.491; H 0.291; H 0.279



Formula: C5H9NO
Source: the OMol25 dataset
Level of theory: ωB97M-V with the def2-TZVPD basis set

Geometry (Å):
C1 1.5808 -1.0295 0.1049
C2 0.6821 0.2157 0.1330
O1 1.6088 1.3262 0.2197
C3 -0.0886 0.3835 -1.1480
N1 -1.3715 0.2318 -1.0256
C4 -1.7349 0.0277 0.3816
C5 -0.4518 0.3191 1.0888
H1 0.9845 -1.9329 -0.0693
H2 2.0780 -1.1225 1.0756
H3 2.3544 -0.9547 -0.6700
H4 1.0657 1.9891 0.6763
H5 -2.0349 0.4043 -1.7686
H6 0.3522 0.5759 -2.1244
H7 -2.1075 -1.0122 0.4459
H8 -2.5914 0.6847 0.5975
H9 -0.3259 -0.1064 2.0827

Cartesian forces, eV/Å:
0.00 -0.08 -0.01
-0.08 -0.15 -0.14
-0.12 0.18 0.11
-0.36 -0.11 -0.15
0.46 0.12 0.03
-0.18 0.05 -0.07
-0.02 -0.17 0.14
0.09 0.14 0.03
-0.08 0.03 -0.13
-0.10 0.00 0.11
0.13 -0.01 -0.03
0.08 -0.07 0.08
-0.03 -0.03 0.12
0.05 0.12 0.06
0.16 -0.06 -0.01
0.00 0.02 -0.15

ΔE to the lowest compared entry with this formula, charge and spin = 375.5 kJ/mol
HOMO-LUMO gap (alpha / beta) = 0.23952 / 0.24353 Eh
2S+1 = 1
DFT total energy = -325.79453 hartree

Just the Mulliken charges please, in e? Sure, here they are: C -1.444; C 1.342; O -0.583; C -0.772; N -0.030; C -0.259; C -1.145; H 0.332; H 0.326; H 0.367; H 0.425; H 0.241; H 0.450; H 0.244; H 0.287; H 0.220



Formula: C5H9NO
Source: the OMol25 dataset
Level of theory: ωB97M-V with the def2-TZVPD basis set

Geometry (Å):
C1 -1.1410 0.2221 -1.3802
C2 -0.2593 -0.3096 -0.3040
C3 0.8655 1.5131 0.4005
C4 -0.1958 0.5226 0.9291
O1 -0.0271 -2.2901 1.4618
C5 0.6570 -2.2458 0.4578
N1 0.4518 -1.3490 -0.5715
H1 -0.6325 0.1647 -2.3450
H2 -1.5202 1.2308 -1.1760
H3 -1.9780 -0.4865 -1.3685
H4 0.7210 2.5537 0.7017
H5 1.8302 1.1068 0.7041
H6 0.8760 1.4688 -0.6928
H7 0.1499 -0.0114 1.8051
H8 -1.1586 0.9772 1.1705
H9 1.3605 -3.0605 0.2188

Cartesian forces, eV/Å:
-0.05 0.06 -0.17
-0.07 -0.33 -0.12
0.20 0.17 0.07
0.04 -0.03 0.04
0.33 -0.33 0.00
-0.18 -0.42 0.32
-0.78 -0.03 0.08
-0.25 -0.01 0.04
0.16 -0.26 -0.11
-0.06 0.20 -0.27
0.14 -0.23 0.14
0.10 0.41 0.07
0.08 0.43 0.10
0.03 -0.02 -0.05
0.10 0.07 -0.22
0.21 0.33 0.08

ΔE to the lowest compared entry with this formula, charge and spin = 168.8 kJ/mol
SMILES = CC/C(C)=N\C=O
HOMO-LUMO gap = 0.36741 Eh
2S+1 = 1
DFT total energy = -325.87328 hartree

Just the Mulliken charges please, in e? Sure, here they are: C -1.174; C 0.627; C -0.993; C -0.474; O -0.525; C 0.022; N -0.541; H 0.343; H 0.321; H 0.380; H 0.305; H 0.335; H 0.278; H 0.361; H 0.333; H 0.404



Formula: C5H9NO
Source: the OMol25 dataset
Level of theory: ωB97M-V with the def2-TZVPD basis set

Geometry (Å):
C1 0.0912 -0.5684 1.1455
N1 0.7382 -0.7329 -0.1681
C2 1.9475 -0.1323 -0.3711
O1 2.7292 0.1764 0.4987
C3 -0.3691 -0.5631 -1.1102
C4 -1.1903 0.6095 -0.5345
C5 -0.7502 0.6959 0.9382
H1 -0.4655 -1.4944 1.3096
H2 0.8168 -0.4663 1.9473
H3 2.1682 0.0294 -1.4434
H4 -0.0081 -0.3493 -2.1116
H5 -0.9330 -1.4914 -1.0922
H6 -0.9250 1.5249 -1.0651
H7 -2.2610 0.4939 -0.7021
H8 -1.5213 0.7348 1.7039
H9 -0.0675 1.5332 1.0552

Cartesian forces, eV/Å:
0.60 -0.24 -0.20
-0.18 0.24 0.39
-0.06 -0.02 -0.25
0.02 -0.01 0.05
0.29 0.25 0.11
-0.18 0.24 -0.24
0.13 -0.67 0.23
-0.34 0.26 0.16
0.15 -0.01 -0.14
-0.02 -0.08 0.04
0.07 -0.19 -0.13
-0.15 -0.06 -0.25
0.06 0.04 0.06
-0.02 -0.22 0.21
-0.28 0.29 -0.23
-0.10 0.19 0.19

ΔE to the lowest compared entry with this formula, charge and spin = 66.3 kJ/mol
SMILES = O=CN1CCCC1
HOMO-LUMO gap = 0.38577 Eh
2S+1 = 1
DFT total energy = -325.91228 hartree

Just the Mulliken charges please, in e? Sure, here they are: C -0.743; N -0.040; C 0.203; O -0.551; C -0.787; C -0.420; C -0.532; H 0.305; H 0.382; H 0.301; H 0.372; H 0.293; H 0.236; H 0.344; H 0.373; H 0.265



Formula: C5H9NO
Source: the OMol25 dataset
Level of theory: ωB97M-V with the def2-TZVPD basis set

Geometry (Å):
C1 1.0639 1.3061 -0.5182
C2 0.4397 0.0933 -0.7461
N1 -0.2105 -0.2075 0.4446
C3 -0.3075 0.9225 1.2045
C4 0.4991 1.9015 0.6401
C5 -1.0711 0.8614 2.5004
H1 1.8508 1.7208 -1.1308
H2 0.4221 -0.3915 -1.7097
H3 -0.2750 -1.1821 0.6702
H4 0.8654 2.8578 0.9662
H5 -1.9009 0.1499 2.4372
H6 -0.4474 0.6664 3.3745
H7 -1.5984 1.8150 2.6150
H8 0.8550 -3.1910 -3.2919
H9 -0.1748 -3.7083 -4.1994
O1 -0.0104 -3.6144 -3.2565

Cartesian forces, eV/Å:
-0.71 -0.10 -0.94
1.90 1.25 0.93
-0.71 0.12 -2.55
0.75 -0.06 1.48
0.53 -1.22 -0.10
-0.46 0.61 -0.49
-0.42 0.29 -0.31
0.04 -0.91 0.55
-0.93 0.09 0.59
-0.63 0.15 0.54
0.37 -0.24 0.05
-0.10 0.00 -0.05
0.35 0.02 0.29
0.07 0.02 0.45
-0.44 -0.21 -0.07
0.38 0.21 -0.37

ΔE to the lowest compared entry with this formula, charge and spin = 167.1 kJ/mol
SMILES = Cc1ccc[nH]1.O
HOMO-LUMO gap = 0.31565 Eh
2S+1 = 1
DFT total energy = -325.87392 hartree

Just the Mulliken charges please, in e? Sure, here they are: C -0.253; C -0.559; N -0.090; C 0.197; C -0.547; C -1.040; H 0.375; H 0.413; H 0.243; H 0.388; H 0.322; H 0.252; H 0.300; H 0.315; H 0.317; O -0.634



Formula: C5H9NO
Source: the OMol25 dataset
Level of theory: ωB97M-V with the def2-TZVPD basis set

Geometry (Å):
C1 2.6664 0.3746 0.1172
O1 1.2987 0.6608 0.2498
C2 0.5051 -0.4643 0.4904
C3 -0.9587 0.0460 0.5447
C4 -1.8628 0.6797 -1.0173
C5 -1.9339 -1.0341 0.5246
N1 -2.8304 -1.6530 0.1286
H1 3.1600 1.3233 -0.1043
H2 2.8536 -0.3302 -0.7071
H3 3.0953 -0.0465 1.0411
H4 0.8461 -0.9609 1.4323
H5 0.6144 -1.2324 -0.2936
H6 -1.0665 0.6366 1.4756
H7 -2.8229 0.7431 -0.5181
H8 -1.8899 1.4899 -1.7958
H9 -1.6744 -0.2328 -1.5679

Cartesian forces, eV/Å:
0.32 -0.03 -0.05
-0.05 0.18 -0.11
-0.37 0.05 -0.33
-0.40 0.44 -0.93
0.69 -0.24 0.90
-0.80 -0.60 -0.33
0.81 -0.21 1.07
0.00 -0.18 0.04
-0.04 0.09 0.11
-0.13 0.06 -0.12
-0.64 0.32 -0.27
0.00 0.25 -0.08
-0.20 0.18 -0.89
-0.11 -0.37 -0.37
1.49 0.16 1.44
-0.56 -0.08 -0.07

ΔE to the lowest compared entry with this formula, charge and spin = 382.8 kJ/mol
HOMO-LUMO gap = 0.41120 Eh
2S+1 = 1
DFT total energy = -325.79176 hartree

Just the Mulliken charges please, in e? Sure, here they are: C -0.721; O -0.284; C -0.573; C -0.003; C -0.843; C 0.197; N -0.511; H 0.244; H 0.303; H 0.293; H 0.374; H 0.350; H 0.303; H 0.309; H 0.267; H 0.294



Formula: C5H9NO
Source: the OMol25 dataset
Level of theory: ωB97M-V with the def2-TZVPD basis set

Geometry (Å):
O1 1.6790 0.1128 3.3255
C1 1.9052 0.3655 2.1627
N1 1.0420 0.9686 1.2873
C2 0.7484 0.3798 -0.0084
C3 -0.7621 0.2740 -0.2156
C4 -1.1688 -0.2199 -1.5607
C5 -1.7037 -1.4145 -1.8001
H1 2.8006 -0.0879 1.7069
H2 0.2642 1.4074 1.7642
H3 1.1476 1.0471 -0.7754
H4 1.1683 -0.6095 -0.2020
H5 -1.1051 1.3146 -0.1024
H6 -1.2954 -0.2320 0.5916
H7 -0.8923 0.4072 -2.4053
H8 -2.0958 -1.9498 -0.9463
H9 -1.7321 -1.7634 -2.8221

Cartesian forces, eV/Å:
0.06 1.03 0.16
-0.32 -1.84 -0.03
0.21 0.01 0.71
-0.16 0.14 -0.89
-0.90 1.52 0.42
0.55 -0.44 -0.30
0.25 0.99 0.27
0.06 0.37 -0.35
-0.11 -0.23 -0.08
-0.04 -0.15 -0.25
0.37 0.06 0.60
-0.16 -0.02 -0.14
0.38 -0.50 0.00
0.22 -0.07 0.02
0.15 -0.63 -0.24
-0.57 -0.26 0.11

ΔE to the lowest compared entry with this formula, charge and spin = 164.9 kJ/mol
SMILES = C=CCCNC=O
HOMO-LUMO gap = 0.39454 Eh
2S+1 = 1
DFT total energy = -325.87474 hartree

Just the Mulliken charges please, in e? Sure, here they are: O -0.537; C 0.032; N -0.189; C -0.430; C -0.705; C -0.237; C -0.685; H 0.354; H 0.250; H 0.217; H 0.410; H 0.312; H 0.399; H 0.293; H 0.261; H 0.253



Copy entry 6 word for word.
Formula: C5H9NO
Source: the OMol25 dataset
Level of theory: ωB97M-V with the def2-TZVPD basis set

Geometry (Å):
C1 2.6664 0.3746 0.1172
O1 1.2987 0.6608 0.2498
C2 0.5051 -0.4643 0.4904
C3 -0.9587 0.0460 0.5447
C4 -1.8628 0.6797 -1.0173
C5 -1.9339 -1.0341 0.5246
N1 -2.8304 -1.6530 0.1286
H1 3.1600 1.3233 -0.1043
H2 2.8536 -0.3302 -0.7071
H3 3.0953 -0.0465 1.0411
H4 0.8461 -0.9609 1.4323
H5 0.6144 -1.2324 -0.2936
H6 -1.0665 0.6366 1.4756
H7 -2.8229 0.7431 -0.5181
H8 -1.8899 1.4899 -1.7958
H9 -1.6744 -0.2328 -1.5679

Cartesian forces, eV/Å:
0.32 -0.03 -0.05
-0.05 0.18 -0.11
-0.37 0.05 -0.33
-0.40 0.44 -0.93
0.69 -0.24 0.90
-0.80 -0.60 -0.33
0.81 -0.21 1.07
0.00 -0.18 0.04
-0.04 0.09 0.11
-0.13 0.06 -0.12
-0.64 0.32 -0.27
0.00 0.25 -0.08
-0.20 0.18 -0.89
-0.11 -0.37 -0.37
1.49 0.16 1.44
-0.56 -0.08 -0.07

ΔE to the lowest compared entry with this formula, charge and spin = 382.8 kJ/mol
HOMO-LUMO gap = 0.41120 Eh
2S+1 = 1
DFT total energy = -325.79176 hartree

Just the Mulliken charges please, in e? Sure, here they are: C -0.721; O -0.284; C -0.573; C -0.003; C -0.843; C 0.197; N -0.511; H 0.244; H 0.303; H 0.293; H 0.374; H 0.350; H 0.303; H 0.309; H 0.267; H 0.294



Among the records above, which one has the lowest ΔE to the lowest compared entry with this formula, charge and spin?
number 4



What is the formula in the seventh record?
C5H9NO